Formula: C11H18Cl2N2Yb
Source: the OMol25 dataset
Level of theory: the ωB97M-V functional and the def2-TZVPD basis

Computed properties:
- Kohn-Sham gap (alpha / beta) (eV) = 2.53 / 4.85
- energy above the lowest of the compared OMol25 structures with the same formula, charge and spin (kcal/mol) = 84.0
- HOMO energy (alpha / beta) (eV) = 0.000 / -2.380
- <S²> = 0.757
- net charge = -1
- multiplicity = 2

Each line ends with the Mulliken charge.
Geometry (Å):
Yb1 1.59045 -0.04717 -0.45868  -0.45
Cl1 1.62690 -2.42993 -0.46889  -0.58
Cl2 3.40199 1.28190 1.23394  -0.19
C1 3.73358 0.02243 0.34286  -0.62
H1 3.85017 0.27808 -0.78531  0.19
H2 3.80438 -0.95662 0.74489  0.29
C2 -0.51964 1.38794 -1.72469  0.52
C3 0.52306 0.84068 -2.31235  -0.09
H3 -0.39110 1.95318 -0.83316  0.45
C4 0.54638 -0.37033 -3.12178  -0.30
H4 1.56557 1.24527 -2.05170  -0.19
C5 -0.72872 -0.35856 -3.98910  -0.93
H5 1.48897 -0.48572 -3.67574  0.05
H6 0.53311 -1.25216 -2.41708  0.13
C6 -1.97374 -0.10222 -3.19838  -0.48
H7 -0.53776 0.42377 -4.71707  0.40
H8 -0.80815 -1.28420 -4.55678  0.41
C7 -1.90708 1.05668 -2.18772  -0.64
H9 -2.81237 0.07829 -3.86334  0.39
H10 -2.22234 -0.97992 -2.59574  0.18
H11 -2.44716 1.94508 -2.55755  0.27
H12 -2.51397 0.84319 -1.29112  0.12
C8 -0.58551 0.67786 5.11207  -0.88
N1 -0.48458 -0.05541 3.84373  0.22
C9 -0.90206 -1.36734 3.62898  -0.23
C10 -0.55352 -1.66039 2.32553  -0.71
N2 0.06000 -0.55076 1.74321  0.05
C11 0.09009 0.39177 2.68879  -0.30
H13 -1.59292 0.56162 5.54737  0.32
H14 0.15111 0.30792 5.84965  0.30
H15 -0.39149 1.74569 4.92455  0.29
H16 -1.39881 -1.94226 4.40152  0.38
H17 -0.69158 -2.59272 1.81804  0.38
H18 0.49676 1.39436 2.60105  0.23

Forces on atoms 1 to 3 (eV/Å):
Yb -1.81 0.47 2.02
Cl -0.01 -2.60 -0.09
Cl -1.35 4.84 3.63